# 1
This record from the Open Molecules 2025 dataset describes a cluster of 5 separate species, C46H28O16 in total at a distorted geometry. The level of theory is wB97M-V/def2-TZVPD.

Structure (SMILES): O=C1c2ccccc2C(=O)c2ccccc21.O=C1c2ccccc2C(=O)c2ccccc21.O=C1C=C(O)C(=O)C=C1O.O=C1C=C(O)C(=O)C=C1O.O=C1C=C(O)C(=O)C=C1O
Frontier orbital gap, eV: 7.768
LUMO level, eV: -1.6

XYZ file:
```
90
Properties=species:S:1:pos:R:3:forces:R:3:lowdin_charge:R:1
O -1.433 -3.812 -0.775 0.2 1.6 0.4 0.06
H -2.555 4.350 3.403 -0.6 0.6 -1.0 0.10
H -2.839 5.909 5.347 0.1 -0.4 0.7 0.11
H -0.524 -1.629 6.349 0.0 0.1 0.3 0.12
C -2.888 -2.629 -2.037 -2.1 1.9 -1.4 -0.27
H -1.984 5.242 7.524 0.0 0.7 1.3 0.09
H -1.611 1.619 -1.516 -0.3 -0.5 0.2 0.15
H 0.159 -1.282 -7.259 0.1 -0.2 -0.2 0.12
C 1.895 0.912 0.694 0.3 -1.8 0.8 -0.24
H 2.148 5.716 -7.197 -0.4 -1.6 -0.2 0.12
O 1.505 1.716 -2.695 0.0 0.4 1.1 0.09
C 1.159 2.580 -6.121 0.4 -1.0 -0.3 -0.07
C -1.904 4.536 6.755 0.8 -1.1 0.5 -0.07
O 2.022 -0.167 -0.027 0.0 -0.4 -0.7 0.11
C 0.755 -0.691 -3.461 -1.2 -1.5 -1.2 0.04
C -1.256 2.417 5.907 -0.1 0.5 -1.6 -0.07
C 1.413 2.933 2.556 -0.1 -1.3 0.7 -0.29
O 1.539 -3.553 2.712 -0.1 -0.4 0.5 0.13
C 1.377 2.801 -4.751 0.3 0.5 -0.9 -0.07
C -1.696 2.850 4.593 -0.3 -0.2 0.7 -0.07
H -2.740 -4.416 -1.867 -0.2 -0.1 -0.2 0.12
H -4.336 -1.610 -3.245 0.5 0.4 0.4 0.14
H -0.882 2.973 7.926 0.1 0.0 0.4 0.12
C -1.265 3.292 6.980 -1.2 0.6 -1.5 0.03
C 1.726 -4.931 -0.772 -1.1 -1.2 3.1 0.08
C 1.342 -4.417 1.747 -1.6 -1.3 -0.1 -0.22
C -2.292 4.103 4.388 1.5 -1.3 3.1 0.02
C 0.367 -1.170 -6.207 -0.4 -1.0 -0.7 -0.01
C -1.794 -2.647 -1.041 0.9 -0.7 0.5 -0.29
H 2.289 2.355 -0.794 -0.3 0.0 -0.6 0.11
C -1.663 1.875 3.438 -0.5 -0.8 2.6 -0.29
H 1.275 3.354 -8.098 0.0 -0.1 -0.1 0.12
C 0.855 1.201 -6.729 -1.1 0.8 -0.5 -0.24
C -1.135 0.016 5.128 0.1 -0.8 -0.7 -0.10
C -1.112 -2.279 4.379 0.6 1.7 1.7 -0.04
C -1.690 -0.236 -1.176 -1.1 -2.2 0.5 -0.25
H -0.366 -1.409 0.112 -0.9 0.1 -0.5 0.13
O 1.114 3.992 3.243 -0.1 1.9 -1.5 0.12
O -3.325 -3.809 -2.389 0.4 -1.1 0.2 0.12
C 2.175 5.014 -5.247 0.8 0.7 -0.4 -0.08
O -1.223 0.933 -0.927 1.1 1.3 0.2 0.14
O 1.876 -0.571 2.530 0.1 1.2 -0.4 0.07
H 1.740 -2.666 2.403 0.3 0.8 -0.5 0.08
C 0.751 -6.551 0.900 -0.5 -1.8 0.5 -0.30
C -1.436 -1.819 3.153 -0.9 0.0 -2.4 -0.05
C 1.915 4.779 -6.620 0.4 1.9 1.0 -0.06
C -2.412 4.919 5.558 -0.4 0.2 -3.4 -0.06
C -1.645 -0.462 2.827 0.0 -2.9 1.1 0.00
O 1.719 4.366 0.849 -0.3 0.8 -0.5 0.11
H 1.927 -0.964 0.529 0.3 -0.2 0.0 0.06
C -0.760 1.020 6.106 -0.3 1.2 0.7 -0.32
H -1.585 -2.538 2.360 0.1 -0.2 -0.2 0.10
H 2.707 5.981 -4.981 -1.0 -1.3 -0.2 0.13
C -3.494 -1.512 -2.545 1.0 -0.4 0.8 0.09
C 0.295 -2.254 -5.330 -0.7 -0.2 0.0 -0.04
C 1.677 3.177 1.115 0.7 0.5 -0.6 -0.29
C 1.244 -6.165 -0.490 -0.1 1.9 0.7 -0.25
C 0.423 -1.990 -3.978 1.1 1.6 0.9 -0.04
H 1.171 4.660 2.452 -0.1 -0.1 1.4 0.15
O -1.843 2.200 2.303 0.0 0.4 -1.2 0.12
C -1.258 -1.384 -0.553 0.7 -0.1 -0.4 0.06
O 1.051 -7.069 -1.376 0.1 -1.3 -1.5 0.15
O 0.699 1.071 -7.939 0.4 0.0 1.5 0.09
C -1.557 0.394 3.846 0.9 3.1 0.3 -0.09
C 1.818 0.619 2.184 -1.3 -0.6 1.0 -0.24
H -1.924 -0.126 1.877 -0.2 0.3 -1.3 0.09
C 0.749 -5.628 1.991 1.5 1.2 0.4 0.08
H 0.701 -7.849 -0.918 -0.2 -0.5 0.3 0.12
H 0.736 -0.435 -2.383 0.5 -0.4 -0.9 0.11
C -0.911 -1.318 5.396 0.0 -0.7 -0.6 0.03
C 1.231 1.638 -3.864 0.6 0.1 -0.4 -0.28
O 1.883 -2.801 0.158 -0.4 -1.0 0.3 0.05
O 0.401 -7.732 1.038 0.3 1.1 -0.7 0.08
H -0.898 -3.295 4.580 0.0 -0.9 0.0 0.10
C 1.928 4.037 -4.309 -0.4 -1.1 0.2 0.00
C 1.424 3.562 -7.052 0.2 1.2 -0.3 -0.02
H 2.132 -4.595 -1.658 0.5 0.5 -1.9 0.11
C 0.656 0.091 -5.766 0.8 0.1 -0.1 -0.10
C 1.526 1.724 3.093 0.6 -1.6 -0.2 0.07
H 0.593 -5.953 3.030 -0.2 0.0 -0.7 0.14
C 0.897 0.301 -4.419 -0.4 0.7 1.2 -0.09
C 1.950 2.123 0.189 0.2 1.7 0.5 0.07
O -0.116 0.756 7.094 0.3 -0.3 0.4 0.11
O -3.330 0.851 -2.423 -0.3 1.1 -0.3 0.12
H 1.420 1.548 4.152 0.0 -0.1 0.1 0.14
H 0.405 -2.766 -3.261 -0.4 -1.0 0.6 0.08
H 0.022 -3.284 -5.672 0.4 1.1 0.2 0.13
C -2.931 -0.235 -2.102 0.2 -1.3 -0.4 -0.31
C 1.626 -4.005 0.327 1.4 2.0 -0.5 -0.28
H 2.207 4.146 -3.253 -0.3 0.0 -0.5 0.12
```
Positions in Å, forces in eV/Å.

***

# 2
This record from the Open Molecules 2025 dataset describes a structure of composition C46H30Cl4N4OSY at a distorted geometry. The level of theory is wB97M-V/def2-TZVPD.

Total charge: +1
Frontier orbital gap (alpha / beta), eV: 5.154 / 5.084
LUMO level (alpha / beta), eV: -4.2 / -4.2

XYZ file:
```
87
Properties=species:S:1:pos:R:3:forces:R:3:lowdin_charge:R:1
N 0.846 -1.292 1.901 -0.2 -0.4 0.3 -0.04
C -1.846 -1.371 -2.589 0.0 0.0 -0.2 -0.02
C -0.383 -4.356 -1.106 0.0 0.0 -0.1 0.02
H -5.034 1.672 -1.101 0.0 0.0 0.0 0.12
C -1.307 -2.655 -6.126 0.0 0.0 0.1 -0.09
C 1.565 1.546 7.135 0.0 0.0 -0.1 -0.08
C -4.772 3.142 2.014 0.0 0.0 0.0 -0.02
H -1.739 -4.261 -2.813 0.0 0.0 -0.1 0.12
C -1.732 2.958 2.876 0.0 0.0 0.0 0.01
C 1.362 3.932 0.849 0.1 0.1 0.0 -0.22
H -0.495 -3.090 -4.234 0.0 0.0 0.1 0.10
Cl 3.283 -9.014 1.462 0.0 0.1 0.0 0.69
H -6.404 4.160 2.976 0.0 0.0 0.0 0.11
C 1.282 -5.630 2.115 0.0 0.0 0.0 -0.03
H -0.114 0.776 6.060 0.0 0.0 0.0 0.13
C -2.154 -1.842 -6.856 0.0 0.0 -0.2 -0.67
H 1.051 1.589 8.084 0.0 0.0 0.0 0.11
C -5.829 5.100 1.141 -0.1 0.1 0.0 -0.66
H -5.081 5.847 -0.721 0.0 0.0 0.0 0.11
H -3.489 -0.170 -6.805 0.0 0.0 0.0 0.11
C 1.800 -6.906 2.265 0.0 0.0 0.0 -0.09
C 2.921 1.418 4.715 0.0 0.0 0.0 -0.03
H -2.325 3.844 3.016 0.0 0.0 0.0 0.12
C 3.579 1.876 5.846 0.0 0.0 0.0 -0.09
C -0.192 1.314 3.079 0.0 0.0 0.0 -0.24
C -4.989 5.085 0.039 0.0 -0.1 0.0 -0.09
C -3.914 3.104 0.918 0.0 0.0 -0.1 -0.22
C -1.224 -2.494 -4.754 0.0 0.0 -0.1 -0.03
C 0.918 1.095 5.995 0.0 0.0 0.1 -0.02
H 1.690 3.066 -2.714 0.0 0.0 0.0 0.07
C 0.173 -3.312 -0.292 0.0 0.1 0.0 -0.22
C 0.887 0.537 3.554 0.0 0.0 0.0 -0.05
C -2.876 -0.844 -6.224 0.0 0.0 0.1 -0.09
C -2.978 1.211 -0.341 0.0 -0.1 0.0 -0.22
C -3.814 0.243 -2.202 0.1 0.0 0.0 0.00
C 2.402 -5.413 0.004 0.0 -0.1 0.0 -0.02
H 2.642 -4.830 -0.875 0.0 0.0 0.0 0.13
C -2.877 2.041 0.789 0.0 0.0 0.0 -0.06
H 1.564 -7.501 3.135 0.0 0.0 0.0 0.11
Cl 3.707 2.506 8.468 0.0 0.0 0.0 0.69
C 2.280 -1.594 3.635 0.0 0.0 0.0 0.03
H 0.833 3.524 1.711 0.0 0.0 0.0 0.04
C -1.129 -3.769 -2.077 0.1 0.1 0.0 -0.01
C 1.019 -3.499 0.813 0.0 0.0 0.0 -0.05
C -2.496 -0.290 -1.927 0.0 -0.1 0.1 -0.21
C -0.680 2.548 3.638 0.0 0.0 0.0 0.00
H -0.266 -5.411 -0.929 0.0 0.0 0.0 0.12
H 2.436 3.775 0.928 0.0 0.0 0.0 0.07
C -4.038 4.083 -0.066 0.0 0.0 0.0 -0.03
C -5.732 4.135 2.131 0.0 0.0 0.0 -0.08
C -2.006 -1.556 -4.061 0.0 0.0 0.2 -0.14
C 1.877 3.649 -1.815 0.1 0.1 0.0 -0.23
H 2.894 -3.609 3.056 0.0 0.0 0.0 0.12
H -4.492 -0.111 -2.956 0.0 0.0 0.0 0.11
C 2.892 1.936 7.048 0.0 0.0 0.1 -0.66
C 2.306 -2.726 2.878 0.0 0.0 0.0 0.02
H -0.695 -3.389 -6.629 0.0 0.0 0.0 0.11
H -0.273 3.050 4.499 0.0 0.0 0.1 0.12
H -4.698 2.380 2.779 0.0 0.0 0.0 0.13
C -1.063 -2.343 -1.872 -0.2 0.0 0.0 -0.23
H 1.123 4.989 0.744 0.0 0.0 0.0 0.08
N -2.042 0.305 -0.786 -0.5 -0.1 0.2 -0.04
H 4.613 2.184 5.801 0.0 0.0 0.0 0.11
C -4.105 1.145 -1.234 0.0 0.1 0.0 0.02
C 1.383 -2.540 1.793 0.0 -0.1 0.0 -0.22
H 0.628 -5.228 2.878 0.0 0.0 0.0 0.13
C -2.782 -0.697 -4.853 0.0 0.0 -0.1 -0.02
H 1.666 4.699 -2.010 0.0 0.0 0.0 0.07
H 3.585 -7.101 -0.610 0.0 0.0 0.0 0.11
S 0.737 3.085 -0.578 -0.2 -0.4 0.0 0.91
C -1.905 1.992 1.822 0.0 0.0 0.0 -0.23
H 2.830 -1.406 4.540 0.0 0.0 0.0 0.12
C 1.586 1.030 4.775 -0.1 0.0 0.0 -0.22
N -0.285 -2.103 -0.785 -0.3 -0.3 0.2 -0.03
H 3.452 1.366 3.773 0.0 0.0 0.0 0.12
H -3.299 0.143 -4.422 0.0 0.0 0.0 0.09
C 1.577 -4.870 0.987 0.0 0.0 -0.1 -0.22
C 1.340 -0.693 3.026 -0.1 -0.1 0.1 -0.22
H -3.376 4.064 -0.922 0.0 0.0 0.0 0.12
N -0.963 1.019 1.982 -0.4 0.0 0.4 -0.04
H 2.898 3.505 -1.467 0.0 0.0 0.0 0.07
Y -0.163 -0.152 0.298 1.7 1.2 -1.1 1.58
C 2.627 -7.420 1.279 0.0 -0.1 0.0 -0.66
C 2.935 -6.684 0.145 0.0 0.1 0.0 -0.09
Cl -7.024 6.348 1.283 0.0 0.0 0.0 0.69
Cl -2.252 -2.018 -8.576 0.0 0.0 0.1 0.69
O 1.129 1.615 -0.360 -0.1 0.0 0.0 -0.63
```
Positions in Å, forces in eV/Å.